Record 1
Formula: C4H11NO2
Source: the OMol25 dataset
Level of theory: ωB97M-V with the def2-TZVPD basis set

Results
LUMO, eV: 1.0
E_HOMO, eV: -9.2
Spin multiplicity: 1
Total energy, eV: -9908.20846
Strongest force on any atom, eV Å⁻¹: 1.58
HOMO-LUMO gap, eV: 10.2
ΔE to the lowest compared entry with this formula, charge and spin, kJ/mol: 389.2

Last column: Löwdin charge in e.
Geometry (Å):
C 2.05940 0.11005 0.23929  -0.10
C 0.71009 0.29253 0.91474  -0.22
N -0.49302 -0.24543 0.13829  -0.21
C -1.58509 -0.73312 0.96906  -0.10
C -0.95444 0.69813 -0.87323  -0.22
O 0.04983 0.75699 -1.90814  -0.15
O 0.00525 -0.51945 -2.63907  -0.02
H 2.17456 0.73869 -0.64638  0.07
H 2.22088 -0.93581 -0.04142  0.08
H 2.85751 0.39405 0.93433  0.07
H 0.54194 1.34064 1.18528  0.11
H 0.74871 -0.27618 1.85080  0.11
H -2.09590 0.07713 1.50123  0.08
H -2.31787 -1.26402 0.34946  0.09
H -1.21416 -1.44690 1.71346  0.08
H -1.07762 1.71450 -0.48126  0.13
H -1.90463 0.37968 -1.31844  0.13
H 0.27455 -1.08148 -1.88800  0.08

Cartesian forces (eV/Å) of the 2 atoms listed first:
C 0.1 0.2 -0.3
C -1.2 -0.8 -0.1

Record 2
Formula: C10H16Cl3F5O2TeV
Source: the OMol25 dataset
Level of theory: ωB97M-V with the def2-TZVPD basis set

Results
LUMO (alpha / beta), eV: 4.4 / 4.4
Net charge: -2
E_HOMO (alpha / beta), eV: -1.2 / -1.2
Spin multiplicity: 2
Total energy, eV: -98865.73741
Strongest force on any atom, eV Å⁻¹: 2.89
HOMO-LUMO gap (alpha / beta), eV: 5.6 / 5.6
Expectation value of S²: 0.786
ΔE to the lowest compared entry with this formula, charge and spin, kJ/mol: 0.0

Last column: Mulliken spin population.
Geometry (Å):
C -0.78875 0.91524 -1.39598  -0.03
C -0.94315 -0.50216 -1.61494  -0.03
C 0.35097 -1.09840 -1.57535  -0.08
C -2.19627 -1.18636 -1.98686  0.00
C 1.30738 -0.07686 -1.26093  0.04
C 0.61585 1.17741 -1.21315  -0.02
C 1.27345 2.50564 -1.08361  0.00
C -1.88150 1.91716 -1.44254  0.01
C 0.66639 -2.48868 -2.00072  0.00
C 2.78413 -0.25658 -1.16779  0.00
V -0.24373 -0.03502 0.60974  1.15
Cl -2.92450 -3.42928 0.33366  0.00
Cl -2.36203 -0.28493 1.24418  0.03
Cl 0.43015 -2.13584 1.06203  -0.02
H -3.07036 -0.56369 -1.77825  0.00
H -2.29424 -2.10290 -1.36079  0.00
H -2.21195 -1.50054 -3.04106  0.00
H -0.10271 -3.17445 -1.63397  0.00
H 1.64124 -2.79999 -1.61683  0.00
H 0.69845 -2.57097 -3.09657  0.00
H 3.01887 -1.18471 -0.62681  0.00
H 3.23991 0.59799 -0.65005  0.00
H 3.24971 -0.32062 -2.16467  0.00
H 2.19872 2.40475 -0.50546  0.00
H 0.60505 3.20724 -0.57677  0.00
H 1.54314 2.92909 -2.06148  0.00
H -2.79978 1.48844 -1.03061  0.00
H -2.09515 2.24391 -2.46823  0.00
H -1.60263 2.79639 -0.85380  0.00
O -0.21530 1.76211 1.12743  -0.04
H 0.05970 1.83111 2.06330  0.00
F -0.21596 0.02685 6.29493  0.00
Te 0.32076 -0.03549 4.47763  0.00
F 1.18701 1.64198 4.77854  0.00
F -1.26623 0.95918 4.12768  0.00
F 1.89157 -0.97793 5.02941  0.00
F -0.69378 -1.63701 4.34247  0.00
O 0.82558 -0.04206 2.71620  0.00

Cartesian forces (eV/Å) of the 2 atoms listed first:
C 1.0 -0.9 0.0
C 0.9 1.1 -0.2

Record 3
Formula: C25H29N3O4S
Source: the OMol25 dataset
Level of theory: ωB97M-V with the def2-TZVPD basis set

Results
LUMO, eV: -0.3
E_HOMO, eV: -8.3
Spin multiplicity: 1
Total energy, eV: -49869.54079
Strongest force on any atom, eV Å⁻¹: 14.44
HOMO-LUMO gap, eV: 8.0
ΔE to the lowest compared entry with this formula, charge and spin, kJ/mol: 2327.0

Last column: Löwdin charge in e.
Geometry (Å):
C -2.48319 -1.16292 -2.38204  -0.13
H -2.41275 -1.99377 -3.19219  0.14
H -3.38428 -0.84567 -2.15427  0.04
H -2.05164 -0.30293 -2.95773  0.12
O -1.79601 -1.70398 -1.45597  -0.04
C -0.54182 -1.87936 -1.34002  -0.37
C 0.09849 -1.99532 -2.44128  -0.04
C 1.52101 -2.12996 -2.77796  -0.02
C 2.20356 -2.32461 -1.58310  -0.12
C 1.64136 -2.29651 -0.28400  0.03
C 0.17818 -1.78232 -0.17965  -0.04
C -0.42327 -1.73723 1.07975  -0.58
O 0.42686 -1.74763 2.01401  -0.01
N -1.62440 -1.96453 1.36155  0.08
H -2.21785 -2.11212 0.36112  0.23
C -2.39035 -1.76680 2.68700  -0.01
H -1.77772 -2.41077 3.43492  0.14
H -3.38197 -2.15124 2.56408  0.08
C -2.19001 -0.10553 2.77748  -0.19
N -2.50557 0.58853 1.75188  -0.04
C -1.49602 1.09831 0.83026  -0.07
C -2.02856 1.67867 -0.11466  -0.44
C -3.31900 1.43300 -0.25294  -0.29
C -4.38021 1.62809 -1.06545  -0.14
C -5.59908 1.32667 -1.19866  0.01
C -5.81058 0.51319 0.22634  -0.04
C -4.91018 0.04478 1.17443  0.01
C -3.58665 0.80936 0.86779  -0.13
H -5.24234 -0.31145 2.21157  0.12
H -6.87656 0.13897 0.49551  0.10
H -6.38081 1.45428 -1.71354  0.02
H -4.11404 2.07468 -2.28097  0.19
S -1.00894 2.47440 -1.51963  0.95
C 0.61975 1.60388 -1.46686  -0.35
C 1.31028 1.95069 -0.12053  -0.43
O 1.44714 3.32501 0.40696  -0.17
N 1.90757 0.92229 0.26483  0.16
H 1.86705 0.04558 0.22792  0.00
C 2.57787 0.96841 1.70686  -0.10
H 2.25742 1.99050 2.29802  0.19
H 2.32665 -0.00118 2.44521  0.18
C 3.97122 0.88001 1.70588  -0.15
C 4.58432 1.92913 0.66271  -0.12
H 3.92013 2.64754 0.57926  0.02
C 4.88390 1.38622 -0.78967  -0.05
C 5.43523 -0.17883 -0.31199  -0.10
H 5.19456 -0.95550 -1.04903  0.09
O 4.50674 -0.54077 0.78502  -0.22
H 6.34199 -0.11567 -0.04331  0.02
H 5.69757 1.85345 -1.18139  0.06
H 4.13856 1.40594 -1.41418  0.02
H 5.62103 2.39313 1.03800  0.16
H 4.78579 0.81166 2.35152  0.12
H 1.24196 2.16003 -2.14879  0.08
H 0.70715 0.59543 -1.54143  0.03
H -0.41675 1.21114 1.53875  0.23
H -1.34324 -0.00831 3.18644  0.04
H -3.15305 0.04727 3.62053  0.19
H 2.17282 -2.27682 0.67288  0.11
H 3.45758 -2.58581 -1.22417  0.18
H 2.09734 -2.28380 -3.70219  0.11
H -0.29424 -1.71885 -3.44088  0.13

Cartesian forces (eV/Å) of the 2 atoms listed first:
C 2.6 -0.6 -9.1
H -1.5 1.4 0.2